# C2H7NO3

C2H7NO3 as an isolated structure (ωB97M-V with the def2-TZVPD basis set, the OMol25 dataset).

Atoms and positions in Å:
C1 -0.3197 0.0792 0.1454
C2 1.3000 0.7653 -0.8980
N1 -1.3597 0.1680 -0.7432
O1 0.6257 -0.8073 0.0949
O2 -0.4600 0.8025 1.2606
O3 -0.5259 -1.6584 1.5779
H1 -0.2719 0.0709 1.9299
H2 0.1559 -2.3388 1.6430
H3 -1.3053 -0.4324 -1.5503
H4 -2.2101 0.5492 -0.3582
H5 0.8883 1.7615 -0.7651
H6 1.2172 0.3952 -1.9119
H7 2.2656 0.6450 -0.4250

Forces on the atoms, in the same order (eV/Å):
C -0.3 -0.3 0.1
C 0.7 -0.1 -0.2
N 1.5 0.0 1.0
O -1.0 1.9 -0.8
O 0.0 -0.6 -0.6
O 0.0 -0.6 0.6
H -0.1 0.0 -0.2
H -0.2 0.1 0.1
H -0.4 0.0 0.2
H 0.0 -0.2 -0.4
H -0.2 -0.1 0.2
H 0.1 0.0 0.1
H 0.0 0.0 -0.1

Values from the calculation:
frontier orbital gap (alpha / beta)	8.93 / 7.21	eV
energy relative to the best compared isomer or geometry (same formula, charge and spin)	551.8	kJ/mol
HOMO (alpha / beta)	-9.03 / -7.56	eV
electronic energy	-9815.24163	eV

# C4H35NO13

A 13-piece molecular cluster, C4H35NO13 overall (ωB97M-V with the def2-TZVPD basis set, the OMol25 dataset).

Atoms and positions in Å:
C1 -2.2675 0.1018 -0.6679
N1 -1.2222 1.0201 -0.1337
C2 -1.4072 2.2516 -0.8389
C3 0.1492 0.4705 -0.1207
C4 1.0141 1.1073 1.0447
O1 1.5047 0.1224 1.8832
H1 -3.1199 0.6473 -0.9091
H2 -1.9217 -0.3883 -1.5842
H3 -2.5074 -0.5455 0.1713
H4 -1.7149 2.2611 -1.8538
H5 -0.5305 3.0228 -0.7585
H6 -2.2513 2.8910 -0.2893
H7 0.7361 0.6489 -1.1187
H8 0.0926 -0.6449 0.1145
H9 0.3371 1.8323 1.6928
H10 1.8829 1.6390 0.5832
H11 1.7532 -0.8200 1.3302
H12 -2.1919 -0.7761 -5.1493
H13 -2.2048 -1.2152 -3.6871
O2 -2.7210 -1.0882 -4.4653
H14 1.8087 -2.8876 -1.3955
H15 1.6797 -1.4812 -2.1380
O3 1.1676 -2.4258 -2.0470
H16 -4.0719 2.7008 1.3297
H17 -4.1678 3.4859 -0.0122
O4 -4.4606 3.5264 0.8692
H18 3.0495 0.7223 -0.8645
H19 4.0801 -0.2524 -0.9219
O5 3.3375 0.0841 -1.4949
H20 -0.0379 -2.6484 -0.7766
H21 -1.3501 -3.5488 -0.6902
O6 -1.0860 -2.5973 -0.4847
H22 3.7278 -0.1550 1.6621
H23 5.0376 0.6972 1.2131
O7 4.4275 0.0821 0.9790
H24 3.6325 -2.6226 -0.1366
H25 2.4957 -3.3429 0.3845
O8 3.0932 -3.3828 -0.3903
H26 -1.5188 -1.8933 1.0860
H27 -1.3479 -1.1952 2.5223
O9 -1.6359 -2.0872 2.0618
H28 2.6139 2.7713 -4.0606
H29 2.4714 1.6311 -3.0871
O10 1.9581 2.4341 -3.4188
H30 2.2676 -3.2995 2.2372
H31 0.8971 -2.8616 1.6364
O11 1.8042 -2.6634 1.7103
H32 -2.8093 1.4927 3.3409
H33 -2.8018 2.7891 4.2539
O12 -3.4394 2.2449 3.7194
H34 -0.8042 0.8743 3.0532
H35 -1.7172 0.7162 1.8052
O13 -1.7107 0.5548 2.8113

Forces on the atoms, in the same order (eV/Å):
C 2.1 -0.7 1.0
N -0.3 -0.7 -0.5
C 0.3 4.9 2.7
C 0.6 0.2 -0.3
C -1.2 1.1 -1.0
O 1.5 -4.4 -0.9
H -1.5 1.1 -0.3
H -0.1 -0.3 0.4
H -0.2 -0.7 -0.6
H 0.0 -0.8 -1.2
H -1.1 -1.7 -0.1
H 1.6 -1.4 -1.0
H -1.3 -0.5 1.5
H 0.0 1.5 -0.6
H 1.6 -1.2 -1.5
H -0.7 0.3 0.5
H -1.3 3.8 2.3
H 1.6 0.8 -1.6
H 0.8 -0.1 0.6
O -2.4 -0.7 1.0
H -0.5 0.7 -1.6
H -1.8 -3.3 0.3
O 2.8 2.6 1.1
H -1.0 2.1 -0.9
H 0.5 -0.1 -1.8
O 0.3 -1.8 2.8
H -0.8 1.1 0.6
H -0.7 0.1 -1.0
O 1.3 -1.2 0.1
H -3.5 0.7 0.1
H 0.2 1.9 0.5
O 3.2 -2.6 -1.5
H 1.6 1.2 -0.8
H 2.4 2.8 1.8
O -3.9 -3.9 -0.7
H 0.4 0.0 -0.6
H 0.0 -0.3 -0.4
O 0.2 0.1 0.4
H -0.1 -0.8 1.4
H -1.2 -2.5 -1.2
O 1.4 2.6 0.2
H -0.7 0.1 0.3
H -1.1 1.3 -0.4
O 1.8 -1.5 0.2
H 0.0 -0.6 0.9
H -2.3 -0.6 0.4
O 1.5 1.2 -0.4
H -1.7 1.9 1.2
H -1.1 -0.7 -0.8
O 2.2 -0.7 -0.1
H -1.1 -0.4 -0.1
H 0.1 0.0 1.1
O 1.8 0.3 -1.5

Values from the calculation:
frontier orbital gap	9.05	eV
energy relative to the best compared isomer or geometry (same formula, charge and spin)	548.6	kJ/mol
HOMO	-9.47	eV
electronic energy	-32820.48767	eV

# C5H7NO

An isolated molecule of C5H7NO (ωB97M-V with the def2-TZVPD basis set, the OMol25 dataset).

Atoms and positions in Å:
C1 -1.8963 -0.2567 0.0508
C2 -0.4203 -0.4819 -0.0191
N1 0.2893 -1.2686 0.9350
C3 0.7899 0.1298 0.9110
C4 1.8243 0.1402 -0.2805
C5 0.4680 0.2802 -0.7957
O1 0.0570 1.5664 -1.0150
H1 -2.2084 0.5579 -0.6089
H2 -2.1656 -0.0228 1.0831
H3 -2.4173 -1.1749 -0.2362
H4 0.9448 -1.9302 0.5221
H5 2.3855 -0.7870 -0.3911
H6 2.4151 1.0420 -0.4215
H7 -0.0293 1.8321 -0.0662

Forces on the atoms, in the same order (eV/Å):
C 0.1 0.0 0.1
C -0.3 0.0 -0.1
N 0.0 -0.3 -0.1
C 0.4 -0.2 0.5
C 0.2 0.0 0.1
C -0.1 0.1 0.4
O 0.0 0.2 -0.4
H 0.1 -0.2 0.1
H 0.0 0.0 -0.1
H 0.1 0.1 0.0
H -0.1 0.0 -0.2
H -0.2 0.1 0.0
H -0.1 -0.2 0.1
H -0.2 0.5 -0.5

Values from the calculation:
SMILES	C[C@]12N[C@@]13C[C@@]23O
frontier orbital gap	9.69	eV
energy relative to the best compared isomer or geometry (same formula, charge and spin)	476.5	kJ/mol
HOMO	-8.78	eV
electronic energy	-8831.26404	eV

# C12H21ErNSi

C12H21ErNSi as an isolated structure (ωB97M-V with the def2-TZVPD basis set, the OMol25 dataset).

Atoms and positions in Å:
C1 1.0167 2.0861 -2.6349
C2 1.5240 2.9256 -1.6069
C3 0.4659 3.1854 -0.6753
C4 -0.6996 2.4980 -1.1566
C5 -0.3460 1.8197 -2.3582
Er1 0.9154 0.8239 -0.4323
C6 3.0763 0.9680 0.5845
C7 3.4651 0.4384 -0.5903
C8 4.1528 -0.0079 -1.6183
N1 1.1871 -0.9523 -1.4731
H1 0.5476 3.7535 0.2723
H2 2.5715 3.2861 -1.5135
H3 -1.6669 2.4248 -0.6182
H4 -1.0166 1.1594 -2.9503
H5 1.6011 1.7025 -3.4984
H6 3.0171 2.0688 0.7128
H7 1.4059 -1.7861 -2.0568
H8 2.8106 0.3428 1.4564
H9 5.2542 -0.0184 -1.6069
H10 3.6622 -0.3747 -2.5261
C9 -3.3005 -2.2591 0.3373
Si1 -1.9636 -1.5442 1.4306
C10 -2.7100 -0.6303 2.8802
C11 -0.8724 -2.9357 2.0644
C12 -1.0670 -0.3452 0.4648
H11 -3.9088 -2.9638 0.9114
H12 -2.8382 -2.7706 -0.5137
H13 -3.9305 -1.4432 -0.0346
H14 -3.3125 -1.3180 3.4797
H15 -1.9110 -0.2020 3.4959
H16 -3.3420 0.1815 2.5022
H17 -0.4176 -3.4814 1.2266
H18 -0.0722 -2.5394 2.7041
H19 -1.4766 -3.6376 2.6549
H20 -1.7775 0.4079 0.0361
H21 -0.0441 -0.8624 0.6504

Forces on the atoms, in the same order (eV/Å):
C 0.3 0.4 -0.6
C 0.2 0.8 0.1
C -0.4 0.9 -0.5
C -0.3 0.9 0.0
C -0.6 0.2 -0.4
Er -1.4 -4.4 -0.8
C 0.7 0.8 0.9
C 0.1 -0.9 -0.6
C 0.1 0.1 -0.1
N 1.3 0.5 0.2
H -0.1 -0.4 -0.8
H -1.0 -0.3 -0.1
H 0.9 0.2 -0.6
H 0.7 0.6 0.6
H -0.6 0.2 0.9
H 0.3 -0.7 0.0
H -0.2 0.9 0.5
H 0.4 0.2 -0.5
H -0.3 0.1 0.1
H 0.2 0.2 0.6
C -0.4 -0.4 0.4
Si 0.2 0.9 -0.5
C -0.5 -0.5 0.5
C 0.0 -0.2 0.1
C 0.5 -0.8 1.9
H -0.3 -0.1 -0.2
H -0.1 0.1 0.1
H 0.0 -0.2 0.0
H -0.2 0.2 0.4
H -0.1 -0.1 -0.1
H 0.1 -0.1 0.1
H -0.1 0.1 0.2
H -0.1 -0.1 -0.1
H 0.2 0.0 0.0
H 1.9 -0.5 -0.1
H -1.4 1.5 -1.6

Values from the calculation:
frontier orbital gap (alpha / beta)	5.37 / 4.94	eV
2S+1	4
total charge	-1
HOMO (alpha / beta)	-2.56 / -2.09	eV
electronic energy	-49768.94593	eV

# C8H19CeClI2O2P

C8H19CeClI2O2P as an isolated structure (ωB97M-V with the def2-TZVPD basis set, the OMol25 dataset).

Atoms and positions in Å:
I1 -2.2027 -0.8995 -0.0360
I2 -2.5844 1.7724 -0.4189
Ce1 1.8412 -0.3738 0.1761
P1 0.3063 0.0087 -2.5970
C1 -1.3136 -0.1104 -3.4597
C2 1.1506 1.3570 -3.5073
H1 2.1933 -1.5275 -2.9277
H2 1.2562 -1.2184 -4.4243
H3 0.5956 -2.3198 -3.1691
C3 1.1847 -1.4135 -3.3498
H4 2.1733 1.4950 -3.1349
H5 1.1847 1.1002 -4.5713
H6 -1.1960 -0.1888 -4.5412
H7 -1.8807 0.7877 -3.1761
H8 0.5819 2.2773 -3.3399
H9 -1.8035 -1.0078 -3.0674
C4 -5.2583 0.4312 0.1457
O1 -5.7707 -0.0010 1.0682
Cl1 4.2067 -0.3331 -0.7039
C5 1.5789 -2.0259 2.5346
C6 0.6189 -0.9320 2.9785
O2 0.8884 0.3522 2.3429
C7 0.3898 1.4830 3.0391
C8 -1.1286 1.5715 3.3105
H10 1.5837 -2.2438 1.4231
H11 1.2866 -2.9727 3.0632
H12 2.6454 -1.8421 2.8451
H13 -0.3963 -1.1781 2.6382
H14 0.6609 -0.7785 4.0670
H15 0.8990 1.4646 4.0117
H16 0.7791 2.3688 2.5199
H17 -1.5609 0.7149 3.8754
H18 -1.2392 2.4183 4.0195
H19 -1.6703 1.7642 2.3660

Forces on the atoms, in the same order (eV/Å):
I 0.1 0.7 0.2
I 0.9 -0.5 0.0
Ce -0.2 1.2 -0.9
P 0.9 0.0 -0.8
C 0.1 0.2 1.0
C -0.2 0.1 0.4
H -0.1 -0.1 -0.2
H 0.1 -0.3 0.1
H 0.3 0.0 -0.1
C -0.2 -0.1 0.4
H -0.2 0.0 -0.1
H 0.0 0.2 0.2
H 0.2 0.1 0.1
H -0.1 -0.4 -0.3
H 0.2 0.0 -0.2
H -0.1 0.2 -0.3
C -1.7 -1.1 1.7
O 0.9 0.8 -1.6
Cl -0.9 0.0 0.4
C 1.0 -0.4 0.5
C -0.9 0.3 -0.2
O 0.9 -1.4 -1.6
C -0.4 1.2 1.8
C 0.4 0.0 -0.1
H -0.4 -0.8 1.2
H 0.2 0.7 -0.8
H -0.9 0.0 -0.3
H 0.1 -0.2 0.6
H 0.0 -0.2 -0.3
H 0.0 0.1 -0.1
H -0.3 -0.3 -0.1
H 0.4 0.3 -0.6
H 0.0 -0.2 -0.7
H 0.0 -0.1 0.7

Values from the calculation:
frontier orbital gap (alpha / beta)	7.45 / 7.46	eV
2S+1	2
energy relative to the best compared isomer or geometry (same formula, charge and spin)	0.0	kJ/mol
total charge	+2
HOMO (alpha / beta)	-15.68 / -15.68	eV
electronic energy	-63625.92654	eV

# C2H4N2S4

An isolated molecule of C2H4N2S4 (ωB97M-V with the def2-TZVPD basis set, the OMol25 dataset).

Atoms and positions in Å:
C1 -1.6839 -0.0026 -0.0299
C2 1.1526 0.1511 0.1110
N1 -0.7604 -1.1126 -0.1829
N2 0.4793 -0.6980 -0.7200
S1 -3.2979 -0.3690 -0.0005
S2 -1.1450 1.6370 0.4221
S3 2.4847 1.0004 -0.6943
S4 1.2121 -0.1488 1.7428
H1 -1.1251 -1.9794 -0.5822
H2 0.5209 -0.2495 -1.6054
H3 2.2585 2.2479 -0.3059
H4 -0.0959 -0.4765 1.8454

Forces on the atoms, in the same order (eV/Å):
C -1.0 0.9 1.1
C -0.8 -0.1 -1.2
N 0.5 1.5 -0.8
N 0.2 0.6 1.6
S 0.5 -0.4 -0.3
S 0.8 -2.4 -1.3
S 0.3 -0.6 -0.3
S 0.4 -0.1 2.1
H 0.0 0.6 0.0
H -0.8 -0.1 -1.5
H -0.4 0.2 0.4
H 0.4 -0.1 0.1

Values from the calculation:
frontier orbital gap (alpha / beta)	6.29 / 6.29	eV
energy relative to the best compared isomer or geometry (same formula, charge and spin)	210.4	kJ/mol
HOMO (alpha / beta)	-7.71 / -7.71	eV
electronic energy	-48457.01413	eV

# C15H23BeCl2FN3Si

C15H23BeCl2FN3Si as an isolated structure (ωB97M-V with the def2-TZVPD basis set, the OMol25 dataset).

Atoms and positions in Å:
Be1 -0.3714 0.1862 0.1658
C1 3.2235 1.0560 -1.6321
Si1 1.8996 -0.2596 -1.6617
C2 0.5666 0.2023 -2.8970
C3 2.6192 -1.9204 -2.1189
N1 1.0813 -0.3070 -0.1035
C4 1.7508 -0.3636 1.1152
C5 3.0583 -0.7751 1.3883
C6 3.5388 -0.7549 2.6918
C7 2.7548 -0.3392 3.7606
C8 1.4432 0.0720 3.5355
C9 1.0360 0.0338 2.2346
F1 -0.3014 0.4301 1.8829
H1 3.7495 1.0868 -2.5895
H2 3.9696 0.8840 -0.8545
H3 2.7846 2.0426 -1.4628
H4 1.0229 0.5325 -3.8332
H5 -0.0655 1.0268 -2.5531
H6 -0.0816 -0.6410 -3.1387
H7 2.9644 -1.9073 -3.1560
H8 1.8733 -2.7132 -2.0268
H9 3.4745 -2.1948 -1.4983
H10 3.6929 -1.1160 0.5806
H11 4.5541 -1.0789 2.8782
H12 3.1504 -0.3402 4.7660
H13 0.7840 0.3925 4.3305
Cl1 -0.5008 2.7280 -0.2268
C10 -0.4530 3.4892 1.3852
Cl2 -1.9939 3.2892 2.2267
H14 -0.2639 4.5444 1.2374
H15 0.3271 3.0108 1.9646
C11 -5.4662 0.6174 0.1623
C12 -4.1532 -0.0182 -0.1316
C13 -3.8350 -1.2451 -0.6838
C14 -2.4432 -1.3155 -0.7164
N2 -1.9315 -0.1818 -0.2070
N3 -2.9926 0.5866 0.1467
C15 -1.5806 -2.4287 -1.2001
H16 -6.2717 -0.0010 -0.2239
H17 -5.5369 1.6020 -0.3006
H18 -5.6085 0.7326 1.2373
H19 -4.5255 -2.0004 -1.0182
H20 -2.8484 1.5071 0.5358
H21 -2.0716 -3.3828 -1.0194
H22 -0.6132 -2.4252 -0.6989
H23 -1.4098 -2.3431 -2.2733

Forces on the atoms, in the same order (eV/Å):
Be -0.1 0.0 0.3
C 0.0 0.0 0.0
Si 0.0 -0.1 0.0
C 0.0 0.0 0.0
C 0.0 0.0 0.0
N 0.0 0.1 -0.1
C 0.0 0.0 0.0
C 0.0 0.0 0.0
C 0.0 0.0 0.0
C 0.0 0.0 0.0
C 0.0 0.0 0.0
C 0.0 0.0 0.0
F 0.1 0.0 -0.1
H 0.0 0.0 0.0
H 0.0 0.0 0.0
H 0.0 0.0 0.0
H 0.0 0.0 0.0
H 0.0 0.0 0.0
H 0.0 0.0 0.0
H 0.0 0.0 0.0
H 0.0 0.0 0.0
H 0.0 0.0 0.0
H 0.0 0.0 0.0
H 0.0 0.0 0.0
H 0.0 0.0 0.0
H 0.0 0.0 0.0
Cl 0.1 0.0 -0.1
C -0.1 0.0 0.1
Cl 0.1 0.0 0.0
H 0.0 0.0 0.0
H 0.0 0.0 0.0
C 0.0 0.0 0.0
C 0.0 0.0 0.0
C 0.0 -0.1 -0.1
C 0.0 0.0 0.1
N 0.0 -0.1 -0.1
N 0.0 0.0 -0.1
C 0.0 0.0 0.0
H 0.0 0.0 0.0
H 0.0 0.0 0.0
H 0.0 0.0 0.0
H 0.0 0.0 0.0
H 0.0 0.0 0.0
H 0.0 0.0 0.0
H 0.0 0.0 0.0
H 0.0 0.0 0.0

Values from the calculation:
frontier orbital gap	8.74	eV
total charge	+1
HOMO	-11.03	eV
electronic energy	-56439.00468	eV

# C13H14N2

An isolated molecule of C13H14N2 (ωB97M-V with the def2-TZVPD basis set, the OMol25 dataset).

Atoms and positions in Å:
C1 -2.2120 0.2488 -1.5172
C2 -1.3927 0.8337 -0.4000
C3 0.0730 1.0897 -0.5729
C4 0.6182 1.7391 -1.6712
C5 1.8224 2.3066 -1.7033
C6 2.6411 1.9954 -0.6307
C7 2.2147 1.2226 0.5198
C8 0.9320 0.8175 0.4550
C9 0.1562 0.1910 1.6903
C10 0.7423 -1.2301 1.9039
C11 -0.2579 -2.2099 1.2672
N1 -1.4786 -1.4705 1.1466
C12 -1.2907 -0.0193 1.2714
C13 -2.3264 0.5418 2.1004
N2 -3.1183 0.9714 2.7878
H1 -1.8608 0.8143 -2.4431
H2 -3.2458 0.5202 -1.3201
H3 -2.2788 -0.7867 -1.5747
H4 -1.9318 1.8464 -0.2074
H5 -0.1324 1.8275 -2.5664
H6 2.0751 2.8369 -2.5537
H7 3.6717 2.3530 -0.5935
H8 2.9619 1.2126 1.2695
H9 0.2381 0.6959 2.6479
H10 0.8164 -1.5222 3.0074
H11 1.6898 -1.4067 1.5707
H12 0.2123 -2.4131 0.2636
H13 -0.4490 -3.2227 1.6705
H14 -2.4244 -1.8557 1.3329

Forces on the atoms, in the same order (eV/Å):
C 0.0 2.3 -0.2
C -0.3 0.8 3.4
C 0.3 0.2 -1.2
C -5.3 -0.7 -2.3
C 1.4 -1.2 1.6
C 1.1 -0.3 1.7
C 1.6 2.7 -3.9
C -3.0 -0.8 3.9
C 1.6 -0.9 -1.1
C -2.9 -1.3 3.7
C 0.7 -0.4 -1.9
N -1.6 1.0 0.1
C -0.7 -0.7 -3.4
C 1.4 -0.4 -0.8
N -1.6 0.8 1.2
H -0.7 -1.3 0.8
H -0.2 0.4 -0.2
H 0.8 -2.0 -0.5
H 1.2 -1.5 0.2
H 1.7 0.3 1.5
H 1.0 1.1 -1.3
H -0.3 0.1 -0.1
H 0.0 -0.7 1.1
H 0.1 0.7 -0.3
H -0.3 0.8 -1.1
H 2.5 0.0 -1.3
H -0.7 0.0 0.3
H 0.4 0.7 0.5
H 1.5 0.4 -0.1

Values from the calculation:
SMILES	C[C@@H]1c2ccccc2[C@@H]2CCN[C@]12C#N
frontier orbital gap	9.24	eV
energy relative to the best compared isomer or geometry (same formula, charge and spin)	267.6	kJ/mol
HOMO	-8.47	eV
electronic energy	-16685.85797	eV